No. 1
The following is a DFT calculation (the ωB97M-V functional and the def2-TZVPD basis) of 6 unconnected molecules or ions with the total composition C32H63BN2O21S6.

XYZ file:
```
125
Properties=species:S:1:pos:R:3:lowdin_charge:R:1
S 4.419 -2.186 0.341 0.567
S -1.290 7.667 0.809 0.556
S -7.120 7.935 4.228 0.568
S 0.669 -8.741 2.126 0.561
S 2.190 6.394 -3.418 0.551
S -2.029 -5.458 -3.238 0.662
O -2.762 -6.680 -3.160 -0.243
O -0.215 8.609 0.905 -0.283
O 1.315 -4.207 -6.305 0.157
O -7.968 6.638 4.570 -0.263
O 1.892 -9.041 1.440 -0.284
O -5.906 7.530 3.582 -0.280
O -2.688 -4.305 -3.777 -0.248
O -0.705 -5.785 -4.019 -0.170
O -1.055 6.286 1.107 -0.275
O -7.058 8.785 5.376 -0.270
O 1.141 5.599 -2.850 -0.285
O 5.693 -1.800 -0.182 -0.267
O 0.144 -10.069 2.826 -0.263
O 2.383 7.692 -2.531 -0.263
O 4.434 -2.051 1.923 -0.262
O -1.823 -5.984 -0.616 -0.128
O -3.382 -5.377 0.769 0.139
O 3.462 5.803 -3.694 -0.273
O -2.524 8.179 1.660 -0.259
O 3.877 -3.471 -0.001 -0.288
O 0.631 -7.664 3.069 -0.280
N 1.074 -3.788 2.105 0.022
N -3.275 -5.849 -0.270 0.074
C -7.306 5.576 5.296 -0.246
C -2.493 7.954 3.092 -0.240
C 0.259 -3.808 -0.200 -0.106
C 0.901 -0.869 -2.390 -0.055
C -2.032 7.809 -0.780 -0.114
C -0.634 -8.535 0.970 -0.119
C 1.494 2.408 -4.176 -0.045
C 2.603 7.512 -1.108 -0.243
C 6.562 -3.048 2.660 -0.071
C 1.784 -3.216 -2.724 -0.069
C 2.480 -1.259 -4.135 -0.025
C 1.327 -6.997 -1.358 0.184
C 0.844 0.466 -2.740 -0.031
C 1.601 7.196 -4.869 -0.119
C -7.172 5.877 6.774 -0.072
C 2.425 0.082 -4.493 -0.027
C 0.401 -3.906 -2.759 -0.210
C 0.036 -4.672 -1.458 -0.345
C 1.598 0.949 -3.803 -0.270
C 0.809 -5.919 -1.420 -0.054
C -8.225 8.625 3.049 -0.119
C 3.235 -0.936 0.004 -0.107
C 1.069 -10.787 3.674 -0.250
C 4.030 7.116 -0.790 -0.068
C 0.368 -4.778 -4.008 -0.180
C -0.758 -2.884 -5.767 0.017
C -1.471 -5.002 -1.549 -0.308
C -1.585 8.931 3.811 -0.069
C 1.237 -10.139 5.032 -0.073
C 0.223 -4.536 1.150 -0.228
C 5.049 -3.117 2.679 -0.256
C 1.718 -1.751 -3.088 -0.237
B 0.321 -3.949 -5.396 -0.444
H 2.283 -1.236 0.436 0.070
H 6.902 -2.056 2.958 0.086
H -2.017 -4.079 -1.341 0.140
H 0.297 -1.250 -1.575 0.110
H 1.946 -4.280 2.250 0.062
H -0.539 8.769 3.557 0.070
H -6.338 5.376 4.836 0.113
H 1.277 -5.382 -4.006 0.140
H 4.732 7.810 -1.252 0.085
H 1.740 -9.176 4.954 0.071
H -8.137 6.152 7.198 0.085
H -0.784 -4.539 1.556 0.105
H -0.636 -9.368 0.272 0.086
H 2.434 -3.698 -3.457 0.121
H -1.700 8.810 4.888 0.082
H -7.934 4.702 5.138 0.122
H 2.279 -3.356 -1.766 0.092
H 4.671 -2.990 3.691 0.122
H -2.206 6.920 3.287 0.116
H 4.686 -4.077 2.307 0.110
H -0.535 -3.055 -0.189 0.125
H -7.811 9.585 2.752 0.078
H 1.833 -10.787 5.676 0.081
H -0.346 -3.116 -2.878 0.137
H -1.836 9.957 3.540 0.085
H 3.160 -0.860 -1.079 0.060
H -2.865 7.116 -0.840 0.077
H -0.442 -7.602 0.447 0.024
H 1.195 -3.262 -0.235 0.079
H -6.794 4.997 7.294 0.082
H -9.195 8.760 3.520 0.077
H 2.340 7.927 -5.187 0.076
H 6.957 -3.250 1.666 0.073
H 2.023 -10.893 3.156 0.113
H 0.196 1.148 -2.206 0.120
H -1.573 -8.478 1.514 0.081
H 0.595 -5.554 1.059 0.091
H -6.484 6.703 6.952 0.072
H -8.290 7.955 2.196 0.076
H 3.580 0.004 0.425 0.084
H 4.260 6.117 -1.158 0.072
H 6.971 -3.786 3.350 0.081
H 1.478 6.426 -5.627 0.076
H 2.370 8.476 -0.662 0.119
H -3.522 8.074 3.420 0.096
H 3.122 -1.943 -4.677 0.116
H 0.437 2.652 -4.295 0.084
H -0.983 -2.252 -4.906 0.067
H 1.917 3.037 -3.397 0.070
H -0.419 -2.242 -6.578 0.070
H 0.613 -3.711 3.001 0.062
H -1.699 -3.358 -6.050 0.072
H 0.635 -11.780 3.774 0.121
H -1.265 7.551 -1.508 0.068
H 1.712 -7.988 -1.323 0.054
H 1.887 6.790 -0.714 0.111
H 0.267 -9.970 5.499 0.084
H 2.124 -4.519 -5.883 0.102
H 0.649 7.671 -4.647 0.072
H 4.177 7.127 0.290 0.083
H -2.361 8.836 -0.919 0.076
H 3.020 0.430 -5.327 0.113
H 1.958 2.616 -5.137 0.077
```

The spin multiplicity is 1. As for the SMILES: C#C[C@@]1(CCN)[C@@H](Cc2ccc(C)cc2)[C@H](B(C)O)OS(=O)(=O)[C@H]1ON=O.CCOS(C)(=O)=O.CCOS(C)(=O)=O.CCOS(C)(=O)=O.CCOS(C)(=O)=O.CCOS(C)(=O)=O.

***

No. 2
The following is a DFT calculation (the ωB97M-V functional and the def2-TZVPD basis) of 3 unconnected molecules or ions with the total composition C32H63F6N3O6P2S4 at a distorted geometry.

XYZ file:
```
116
Properties=species:S:1:pos:R:3:lowdin_charge:R:1
S -5.901 1.611 0.948 0.793
S 2.281 -1.296 3.528 0.662
S -8.363 3.101 -0.342 0.590
S -2.310 -1.309 3.687 0.092
P -1.410 -0.916 0.403 0.969
P -1.151 0.251 3.381 0.412
F 11.701 -5.150 -3.291 0.148
F 9.566 -4.872 -2.942 0.111
F 3.931 -3.027 -3.020 0.140
F 2.576 -4.278 -1.856 0.118
F 11.018 -3.846 -1.682 0.139
F 3.299 -4.962 -3.796 0.144
O 5.408 -4.139 -1.023 0.007
O 11.856 -2.228 -3.704 0.010
O 5.278 -6.117 -2.179 0.148
O -3.123 5.216 -3.422 -0.163
O 9.951 -2.835 -4.830 0.146
O 0.849 -0.109 1.569 -0.312
N 0.772 2.333 1.968 0.050
N -8.566 0.471 0.797 -0.225
N -1.478 2.897 1.597 -0.163
C 12.005 -1.100 -4.580 -0.211
C 1.864 -2.337 0.928 -0.190
C 10.770 -3.033 -3.938 -0.321
C -9.073 0.779 2.219 -0.247
C -2.904 2.597 1.313 -0.223
C 6.510 -4.662 -0.267 -0.202
C 10.760 -4.216 -2.970 -0.461
C -0.576 0.365 1.519 -0.606
C 1.052 -1.421 2.069 -0.682
C 11.110 0.043 -4.138 -0.065
C 4.870 -4.980 -1.964 -0.321
C 1.251 -3.891 0.984 -0.237
C -9.799 0.325 -0.069 -0.306
C -4.003 3.612 2.062 -0.199
C -3.829 -1.647 -1.067 -0.176
C -1.112 4.349 1.474 -0.188
C -2.285 3.984 -3.362 -0.218
C 1.901 -4.731 2.274 -0.143
C -1.090 2.435 -1.577 -0.213
C -1.565 3.979 -1.853 -0.177
C -7.740 1.690 0.437 -0.922
C -0.663 -0.898 -1.407 -0.285
C 0.062 2.237 -0.436 -0.110
C -8.108 0.066 3.350 -0.121
C -1.046 4.973 3.025 -0.226
C 3.679 -4.317 -2.657 -0.464
C 7.802 -4.546 -1.055 -0.076
C -3.287 -0.521 0.045 -0.443
C -10.206 -1.293 -0.138 -0.111
C -0.454 1.933 1.090 -0.403
C -5.551 3.321 1.601 -0.490
C 0.151 6.078 3.220 -0.156
H 8.654 -4.870 -0.451 0.088
H 0.186 -2.080 2.448 0.063
H -7.503 -0.801 2.838 0.085
H 1.624 -4.433 -0.005 0.087
H 0.730 3.223 -0.540 0.123
H 1.241 5.643 3.160 0.077
H -3.941 3.335 3.216 0.124
H 7.768 -5.158 -1.962 0.071
H 13.053 -0.788 -4.519 0.127
H -5.785 4.104 0.731 0.075
H 7.965 -3.512 -1.376 0.089
H -1.906 4.983 0.846 0.123
H -0.594 2.068 -2.602 0.126
H -10.169 0.407 2.392 0.122
H -3.158 1.553 1.836 0.095
H -8.784 -0.387 4.216 0.080
H -0.729 4.789 -1.740 0.124
H -3.236 2.586 0.189 0.093
H -2.052 1.790 -1.455 0.080
H -3.434 -1.256 -2.120 0.071
H -0.870 4.108 3.808 0.102
H -9.661 0.660 -1.182 0.104
H 0.025 7.006 2.500 0.083
H -6.328 3.575 2.455 0.099
H -11.140 -1.371 -0.864 0.083
H -4.081 4.992 -3.204 0.103
H 0.081 -3.894 1.004 0.100
H -3.047 3.082 -3.370 0.130
H 11.281 0.929 -4.754 0.083
H -7.412 0.898 3.838 0.077
H 1.352 3.049 1.506 0.070
H -10.466 -1.665 0.955 0.077
H -3.468 0.515 -0.442 0.028
H -1.312 -0.277 -2.153 0.032
H -5.004 -1.642 -1.120 0.077
H -3.423 -2.724 -0.856 0.076
H -0.081 4.603 0.996 0.110
H 0.461 2.584 2.928 0.068
H -3.909 -0.721 1.026 0.054
H 1.899 -5.908 2.084 0.079
H 1.333 -4.444 3.277 0.079
H 6.316 -5.695 0.044 0.128
H 11.300 0.296 -3.090 0.084
H -2.470 4.183 -1.101 0.099
H -2.106 5.443 3.302 0.106
H -3.814 4.745 1.856 0.103
H -9.019 1.963 2.339 0.118
H -0.010 0.294 4.295 -0.010
H 1.825 -1.868 -0.144 0.097
H 0.029 6.511 4.319 0.080
H 0.481 -0.669 -1.418 0.037
H -10.708 0.968 0.356 0.124
H 3.539 -0.966 2.936 -0.093
H -1.512 3.959 -4.239 0.130
H 0.822 1.355 -0.704 0.118
H 11.815 -1.386 -5.621 0.127
H 10.053 -0.232 -4.212 0.078
H 6.583 -4.060 0.645 0.126
H -1.967 1.413 3.746 -0.015
H -0.769 -2.035 -1.757 0.065
H 3.046 -4.417 2.304 0.071
H -9.275 -1.870 -0.591 0.085
H 3.001 -2.451 1.273 0.083
```

The spin multiplicity is 1. As for the SMILES: CCC[C@@H](S)O[C@]([PH2]=S)(P(C)CC)[C@@](N)(CCCCO)N(CCC)CCCSC(=S)N(CC)CC.CCOC(=O)C(F)(F)F.CCOC(=O)C(F)(F)F.

***

no.,energy (hartree),highest occupied orbital energy (eV)
1,-5360.4756,-8.93
2,-4746.9480,-7.95